The following is a DFT calculation (ωB97M-V/def2-TZVPD) of a 2-piece molecular cluster, C7H13NO4S overall.

Results
Total charge   0
Calculated total energy   -27982.8857 eV
Energy relative to the best compared isomer or geometry (same formula, charge and spin)   60.3 kcal/mol
Frontier orbital gap   8.7 eV

XYZ file:
```
26
Properties=species:S:1:pos:R:3:nbo_charge:R:1
S 4.122 -0.235 -0.061 1.7148
O 3.053 0.941 0.524 -0.9050
O 1.001 -0.993 0.756 -0.6707
O 3.828 -1.387 1.072 -0.9079
O 3.674 -0.617 -1.374 -0.9312
N -2.497 2.007 0.040 -0.7907
C -0.011 -0.605 0.207 0.5546
C -0.038 -2.694 -1.078 -0.2774
C -0.902 0.689 2.181 -0.6188
C -0.601 -1.520 -0.839 -0.3304
C -0.902 0.410 0.684 -0.2613
C -1.463 1.155 -0.294 0.3191
C -1.121 1.324 -1.741 -0.6606
H -0.662 -3.450 -1.739 0.2046
H -0.247 1.532 2.362 0.2337
H -3.125 1.806 0.814 0.3909
H 0.864 -2.952 -0.614 0.2134
H -0.716 2.267 -1.754 0.2388
H -1.969 0.924 2.573 0.2046
H 2.275 0.369 0.756 0.4947
H 2.932 -1.672 1.159 0.5098
H -0.429 0.534 -2.000 0.2453
H -0.640 -0.287 2.674 0.2375
H -1.554 -1.327 -1.164 0.1980
H -1.908 1.379 -2.432 0.2203
H -2.966 2.403 -0.711 0.3736
```